1.
This record from OMol25 describes a cluster of 2 separate species, C21H18O2S in total. The level of theory is ωB97M-V/def2-TZVPD.

```
42
Properties=species:S:1:pos:R:3:lowdin_charge:R:1
C 0.84 -5.85 -1.41 -0.145
C -0.27 -5.18 -0.64 -1.089
S -1.24 -4.08 -1.48 0.434
O -0.45 -5.43 0.57 -0.132
H 1.48 -6.39 -0.71 0.064
H 0.43 -6.57 -2.12 0.069
H 1.43 -5.10 -1.94 0.055
C 4.86 3.55 -1.06 -0.086
C 3.85 4.07 -0.25 -0.075
C 3.22 3.26 0.71 -0.013
C 3.66 1.94 0.86 -0.245
O 3.02 1.07 1.74 0.009
C 1.72 0.67 1.40 -0.197
C 1.56 -0.63 0.87 0.046
C 0.31 -1.02 0.46 0.045
C -0.84 -0.17 0.62 -0.162
C -2.06 -0.64 0.06 0.126
C -3.34 -0.04 -0.07 -0.170
C -4.42 -0.88 -0.50 0.021
C -5.72 -0.40 -0.55 -0.052
C -6.00 0.92 -0.15 -0.038
C -4.96 1.77 0.22 -0.059
C -3.63 1.34 0.18 -0.002
C -0.65 1.06 1.31 0.018
C 0.63 1.52 1.59 0.021
C 4.71 1.43 0.09 -0.001
C 5.28 2.23 -0.89 -0.072
H 5.34 4.19 -1.81 0.108
H 3.53 5.10 -0.35 0.106
H 2.43 3.64 1.35 0.105
H 2.44 -1.27 0.78 0.139
H 0.17 -1.99 -0.02 0.090
H -1.98 -1.66 -0.34 0.052
H -4.20 -1.91 -0.76 0.128
H -6.53 -1.06 -0.87 0.117
H -7.04 1.27 -0.15 0.115
H -5.19 2.79 0.54 0.113
H -2.82 2.05 0.31 0.103
H -1.49 1.66 1.63 0.106
H 0.82 2.52 2.01 0.118
H 5.03 0.40 0.28 0.125
H 6.07 1.82 -1.52 0.108
```

Results
HOMO-LUMO gap, eV: 3.0914
LUMO, eV: -3.08
Charge: 0



2.
This record from OMol25 describes a structure of composition C33H50IrOPSbSi. The level of theory is ωB97M-V/def2-TZVPD.

```
88
Properties=species:S:1:pos:R:3:lowdin_charge:R:1
Ir 0.12 1.24 0.44 0.653
C 1.33 1.52 -3.37 -0.143
C 1.02 2.89 -2.79 -0.376
P -0.33 2.77 -1.53 0.914
C -0.56 4.50 -0.88 -0.386
C 0.15 5.63 -1.63 -0.134
C -1.85 2.52 -2.57 -0.370
C -2.22 3.65 -3.52 -0.121
H 2.23 1.55 -3.99 0.082
H 0.51 1.16 -3.99 0.069
H 1.50 0.80 -2.56 0.045
H 0.74 3.59 -3.57 0.082
H 1.90 3.29 -2.28 0.080
H -0.21 4.49 0.15 0.051
H -1.64 4.68 -0.86 0.076
H 1.23 5.51 -1.59 0.072
H -0.10 6.57 -1.16 0.083
H -0.15 5.68 -2.67 0.065
H -2.67 2.34 -1.86 0.086
H -1.70 1.60 -3.13 0.048
H -2.43 4.57 -2.99 0.067
H -3.11 3.37 -4.08 0.084
H -1.42 3.83 -4.24 0.070
C 2.78 -2.61 -1.00 -0.062
C 1.70 -3.50 -1.54 -0.315
C 2.02 -4.67 -2.22 -0.038
C 1.03 -5.50 -2.71 -0.063
C -0.30 -5.18 -2.52 -0.069
C -0.63 -4.02 -1.84 -0.149
C 0.36 -3.19 -1.35 -0.312
Sb -0.25 -1.53 -0.11 1.539
C 0.17 -2.30 1.86 -0.320
C 0.75 -1.37 2.71 -0.176
C 1.09 -1.71 4.01 -0.076
C 0.88 -3.01 4.43 -0.060
C 0.31 -3.94 3.58 -0.033
C -0.07 -3.61 2.29 -0.284
C -0.64 -4.66 1.39 -0.039
C -2.37 -1.77 -0.38 -0.342
C -3.14 -2.14 0.71 -0.141
C -4.52 -2.20 0.61 -0.066
C -5.13 -1.90 -0.60 -0.069
C -4.36 -1.54 -1.69 -0.043
C -2.97 -1.47 -1.61 -0.319
C -2.17 -1.12 -2.82 -0.071
H 3.77 -2.99 -1.28 0.084
H 2.73 -2.57 0.09 0.076
H 2.67 -1.60 -1.39 0.066
H 3.05 -4.93 -2.37 0.113
H 1.30 -6.41 -3.24 0.110
H -1.08 -5.83 -2.90 0.110
H -1.68 -3.79 -1.68 0.093
H 0.93 -0.35 2.35 0.040
H 1.53 -0.98 4.67 0.103
H 1.17 -3.31 5.43 0.110
H 0.15 -4.95 3.93 0.117
H -1.07 -5.48 1.97 0.089
H 0.15 -5.08 0.76 0.092
H -1.42 -4.26 0.74 0.053
H -2.66 -2.34 1.66 0.094
H -5.11 -2.48 1.47 0.109
H -6.20 -1.93 -0.69 0.108
H -4.85 -1.30 -2.63 0.114
H -2.75 -0.52 -3.51 0.080
H -1.86 -2.03 -3.34 0.086
H -1.26 -0.57 -2.55 0.025
C 1.84 2.28 4.16 -0.177
Si 2.94 2.25 2.60 0.483
C 4.01 0.69 2.41 -0.172
C 4.06 3.80 2.69 -0.176
C 1.90 2.43 1.00 -0.358
H 2.45 2.12 5.05 0.031
H 1.06 1.53 4.16 0.002
H 1.36 3.25 4.27 0.026
H 4.80 0.68 3.15 0.029
H 4.48 0.67 1.44 0.025
H 3.44 -0.23 2.53 0.003
H 4.68 3.79 3.59 0.031
H 3.47 4.72 2.73 0.026
H 4.72 3.87 1.84 0.025
H 2.60 2.41 0.17 -0.006
H 1.46 3.44 1.06 -0.037
C -2.41 2.31 2.24 -0.035
C -1.63 1.12 1.73 -0.406
O -1.92 -0.02 2.05 -0.021
H -3.38 2.02 2.62 0.094
H -2.52 3.05 1.45 0.064
H -1.83 2.76 3.05 0.086
```

Results
HOMO-LUMO gap (spin up / spin down), eV: 6.2613 / 6.0432
LUMO (spin up / spin down), eV: -4.07 / -4.33
Charge: +1
Energy above the lowest of the compared OMol25 structures with the same formula, charge and spin, kcal per mole: 57.7



3.
This record from OMol25 describes the molecule C3H5NOS3. The level of theory is ωB97M-V/def2-TZVPD.

```
13
Properties=species:S:1:pos:R:3:lowdin_charge:R:1
O -1.62 -1.77 0.17 -0.013
C -1.42 -0.54 0.31 -0.644
S -2.62 0.70 -0.32 0.815
C -0.07 -0.04 0.63 -0.526
C 0.94 -0.93 1.02 -0.421
S 1.72 -1.75 -0.61 0.652
N 0.17 1.18 0.13 -0.351
S 1.68 1.98 0.00 0.749
H -3.62 -0.09 -0.49 -0.169
H 0.63 -1.83 1.55 0.075
H 1.84 -0.27 1.42 0.099
H 2.50 -0.58 -0.72 -0.161
H 1.26 2.94 -0.90 -0.105
```

Results
SMILES: O=C(S)/C(CS)=N/S
HOMO-LUMO gap, eV: 8.4579
LUMO, eV: -0.91
Charge: 0
Energy above the lowest of the compared OMol25 structures with the same formula, charge and spin, kcal per mole: 46.5



4.
This record from OMol25 describes a cluster of 3 separate species, CH7O2S in total. The level of theory is ωB97M-V/def2-TZVPD.

```
11
Properties=species:S:1:pos:R:3:lowdin_charge:R:1
C -0.53 -1.15 -1.02 -0.453
S 1.01 -1.11 0.05 0.688
H -1.13 -0.20 -0.84 0.028
H -1.27 -2.05 -0.63 0.101
H -0.39 -1.29 -2.10 0.025
H 0.79 1.04 -0.28 -0.072
H -0.19 1.95 -1.04 0.039
O 0.66 2.01 -0.53 -0.131
H 0.87 0.79 2.27 0.024
H 0.12 -0.28 1.62 -0.087
O 0.06 0.29 2.50 -0.162
```

Results
Spin multiplicity: 2
HOMO-LUMO gap (spin up / spin down), eV: 10.8632 / 6.8283
LUMO (spin up / spin down), eV: 0.41 / -3.23
Charge: 0
Energy above the lowest of the compared OMol25 structures with the same formula, charge and spin, kcal per mole: 19.2



Number 1: energy -36995.997 eV. Number 2: energy -63616.025 eV. Number 3: energy -39233.233 eV. Number 4: energy -16078.369 eV.